C8H15BrN | ωB97M-V with the def2-TZVPD basis set

Kohn-Sham gap   8.655 eV
ΔE to the lowest compared entry with this formula, charge and spin   29.9 kcal per mole
HOMO energy   -0.4955 hartree
E   -80062.869 eV
LUMO level   -0.1775 hartree

```
! RIJCOSX wB97M-V def2-TZVPD def2/J DEFGRID3
* xyz 1 1
C -0.688 -0.824 0.510
C -0.023 -2.108 0.818
C -1.358 0.099 1.443
C -0.909 1.585 1.579
C -0.846 2.016 0.101
C -1.331 0.914 -0.946
C 0.473 -2.837 -0.175
C 2.771 0.067 -1.626
N -0.645 -0.304 -0.697
Br 2.496 0.446 0.376
H 0.346 -2.447 1.738
H -2.475 0.157 1.111
H -1.462 -0.468 2.479
H -1.573 2.073 2.131
H 0.107 1.547 2.160
H -1.458 2.880 0.025
H 0.259 2.175 -0.254
H -2.361 0.842 -0.859
H -0.927 1.174 -1.969
H 1.176 -3.689 -0.063
H 2.378 -0.857 -1.655
H 0.162 -2.780 -1.140
H 3.879 0.092 -1.666
H 2.185 0.950 -1.940
H -0.179 -0.703 -1.481
*
```

Results of the Mulliken charge analysis, in e, for atoms 1 through 8:
1 C 0.84
2 C -0.41
3 C -0.66
4 C -0.67
5 C -0.34
6 C -0.93
7 C -0.86
8 C -0.47